# 1
The following is a DFT calculation (ωB97M-V/def2-TZVPD) of the molecule C4H7NO.

Each line ends with the Löwdin charge.
Atoms and positions in Å:
C -0.544 -0.113 1.275  -0.04
C -0.313 -0.817 -0.340  -0.20
N -0.654 0.012 -1.479  0.04
C 0.738 -0.064 -1.015  -0.23
C 0.870 1.028 0.021  -0.35
O 1.794 1.162 0.783  0.04
H -0.292 0.825 1.857  0.09
H -0.029 -0.864 1.871  0.07
H -1.615 -0.128 1.292  0.05
H -0.552 -1.888 -0.287  0.14
H -0.895 -0.410 -2.379  0.11
H 1.606 -0.351 -1.599  0.15
H -0.028 1.675 -0.091  0.14

For the relative energy (zero: lowest compared OMol25 entry of this formula, charge and spin), the calculation gives 104.14 kcal/mol. Its HOMO-LUMO gap is 10.3 eV. For the HOMO energy, the calculation gives -9.37 eV.



# 2
The following is a DFT calculation (ωB97M-V/def2-TZVPD) of a cluster of 2 separate species, C13H18NO8 in total.

Each line ends with the Löwdin charge.
Atoms and positions in Å:
C 3.824 -2.632 0.417  0.02
C 4.131 -1.183 0.197  -0.51
O 5.014 -0.616 0.810  0.11
O 3.442 -0.524 -0.779  0.01
C 2.005 -0.608 -0.619  -0.11
C 1.374 0.437 -1.443  -0.07
C 0.643 1.500 -1.120  -0.06
C 0.182 1.933 0.213  -0.10
C -1.232 1.441 0.528  -0.16
C -1.366 -0.073 0.662  -0.17
C -2.449 -0.708 -0.226  -0.18
C -1.934 -1.965 -0.925  -0.29
N -1.133 -1.592 -2.090  0.02
C 0.305 2.175 -2.405  -0.33
O -0.415 3.124 -2.636  0.16
O 0.944 1.489 -3.444  0.14
C 1.488 0.349 -2.921  -0.40
O 1.943 -0.559 -3.572  0.15
H 2.768 -2.861 0.387  0.07
H 4.296 -3.253 -0.333  0.09
H 4.192 -2.936 1.381  0.09
H 1.658 -1.572 -0.969  0.12
H 1.753 -0.459 0.421  0.13
H 0.885 1.569 0.953  0.13
H 0.167 3.011 0.301  0.13
H -1.498 1.867 1.487  0.08
H -1.931 1.835 -0.203  0.11
H -1.551 -0.321 1.698  0.10
H -0.425 -0.538 0.389  0.08
H -2.773 -0.017 -0.994  0.10
H -3.275 -1.024 0.399  0.11
H -1.289 -2.515 -0.248  0.10
H -2.764 -2.626 -1.174  0.09
H -0.661 -2.386 -2.492  0.07
H -1.708 -1.165 -2.799  0.07
C -2.656 2.177 3.905  -0.82
O -3.210 3.096 3.255  -0.08
O -3.167 2.012 5.214  -0.01
O -1.747 1.405 3.573  -0.05
H -3.834 2.713 5.203  0.07

Its total charge is -1. Its HOMO-LUMO gap is 6.4 eV. For the HOMO energy, the calculation gives -4.84 eV.



# 3
The following is a DFT calculation (ωB97M-V/def2-TZVPD) of a structure of composition C12H36ClI2N3OP3Rh.

Each line ends with the Löwdin charge.
Atoms and positions in Å:
I 0.239 -0.856 0.326  0.82
I -1.148 0.721 -1.315  0.54
Rh -2.843 -3.943 -2.129  0.32
P -0.571 -2.831 -2.064  0.56
C 1.101 -2.197 -2.679  -0.28
C -0.106 -4.632 -2.057  -0.26
H 0.192 -4.912 -3.078  0.07
H -0.673 -3.345 -4.386  0.07
H -0.957 -5.245 -1.698  0.03
H -2.387 -3.004 -3.871  0.03
H 1.563 -1.457 -2.005  -0.03
H 0.746 -4.718 -1.370  0.06
C -1.311 -2.718 -3.749  -0.29
H 1.801 -3.046 -2.761  0.06
H -1.209 -1.655 -3.987  0.05
H 0.969 -1.719 -3.664  0.06
P -2.841 -2.376 -0.249  0.63
C -3.298 -1.354 1.266  -0.23
C -4.331 -1.943 -1.213  -0.28
H -3.138 -4.861 -0.208  -0.02
H -4.485 -3.949 0.599  0.07
H -2.866 -4.070 1.411  0.06
C -3.399 -4.007 0.456  -0.27
H -4.449 -2.495 -2.162  0.02
H -5.172 -2.160 -0.550  0.07
H -4.309 -0.969 1.089  0.06
H -2.622 -0.516 1.421  -0.01
H -4.249 -0.875 -1.408  0.04
H -3.302 -2.020 2.140  0.06
Cl -4.374 -5.541 -2.443  -0.03
C 4.033 2.658 0.676  -0.09
N 2.928 1.694 0.869  -0.32
C 3.402 0.338 0.982  -0.14
P 1.507 2.293 1.548  0.58
O 0.452 1.306 1.931  -0.43
N 1.584 3.182 2.979  -0.27
C 1.020 2.685 4.216  -0.08
C 2.200 4.471 3.149  -0.09
N 1.213 3.375 0.297  -0.30
C 1.610 3.127 -1.098  -0.13
C 0.001 4.191 0.321  -0.10
H 4.886 2.199 0.146  0.10
H 4.437 2.988 1.647  0.09
H 3.727 3.521 0.071  0.08
H 3.758 0.129 2.000  0.10
H 2.635 -0.390 0.674  -0.06
H 4.234 0.236 0.275  0.10
H 0.123 2.135 3.979  0.07
H 1.756 2.043 4.719  0.11
H 0.745 3.520 4.856  0.09
H 3.246 4.379 3.477  0.10
H 2.131 5.090 2.251  0.09
H 1.658 4.995 3.952  0.09
H 0.820 2.559 -1.628  -0.02
H 1.687 4.096 -1.614  0.10
H 2.580 2.630 -1.210  0.07
H -0.840 3.630 -0.124  0.05
H -0.273 4.547 1.326  0.09
H 0.172 5.068 -0.325  0.10

Its total charge is +2. For the relative energy (zero: lowest compared OMol25 entry of this formula, charge and spin), the calculation gives 66.18 kcal/mol. Its multiplicity is 5. Its HOMO-LUMO gap (spin up / spin down) is 5.9 / 3.8 eV. For the HOMO energy (spin up / spin down), the calculation gives -14.33 / -13.67 eV. As for the expectation value of S²: 6.03.



# 4
The following is a DFT calculation (ωB97M-V/def2-TZVPD) of a structure of composition C6H14BNO6PPb.

Each line ends with the Löwdin charge.
Atoms and positions in Å:
C -2.032 2.404 -0.213  -0.07
C -0.892 2.028 -1.154  -0.13
C 0.193 1.132 -0.536  -0.51
O 1.470 1.726 -0.616  0.07
O -0.016 0.858 0.823  0.04
B 0.583 -0.436 1.134  -0.67
P 2.002 -0.520 2.517  0.51
O 2.387 -1.897 2.866  -0.28
O 3.196 0.415 1.997  -0.12
O 1.388 0.264 3.781  -0.13
O 1.045 -0.996 -0.144  0.01
C 0.284 -0.307 -1.087  -0.25
C -1.115 -0.993 -1.041  -0.07
C -0.872 -2.444 -1.103  -0.34
N 0.009 -3.140 -1.721  -0.02
H -2.449 1.528 0.285  0.07
H -2.831 2.893 -0.773  0.08
H -1.696 3.090 0.563  0.09
H -0.397 2.935 -1.503  0.12
H -1.299 1.541 -2.048  0.11
H 1.698 1.927 -1.529  0.11
H -0.241 -1.201 1.687  0.13
H 3.908 0.489 2.644  0.09
H 0.829 1.007 3.529  0.08
H 0.709 -0.361 -2.098  0.17
H -1.591 -0.777 -0.082  0.13
H -1.801 -0.667 -1.833  0.15
H -1.563 -3.047 -0.445  0.02
H 0.587 -2.521 -2.295  0.12
Pb -1.491 -4.931 -1.605  1.48

Its total charge is +1. Its HOMO-LUMO gap is 2.6 eV. For the HOMO energy, the calculation gives -10.24 eV.



# 5
The following is a DFT calculation (ωB97M-V/def2-TZVPD) of a structure of composition C3H7N2.

Each line ends with the Löwdin charge.
Atoms and positions in Å:
C -0.119 0.578 1.211  -0.04
C -0.006 -1.295 -0.537  0.01
C 0.252 0.224 -0.204  -0.40
N -0.695 1.702 -1.909  0.44
N -0.358 0.963 -1.167  0.06
H -1.078 0.082 1.408  0.10
H 0.068 1.675 1.516  0.13
H 0.628 0.112 1.953  0.13
H -1.018 -1.582 -0.566  0.08
H 0.454 -1.435 -1.539  0.11
H 0.366 -1.688 0.360  0.07
H 1.507 0.663 -0.527  0.29

Its total charge is +1. For the relative energy (zero: lowest compared OMol25 entry of this formula, charge and spin), the calculation gives 61.68 kcal/mol. Its HOMO-LUMO gap is 11.8 eV. For the HOMO energy, the calculation gives -17.40 eV.



no.,calculated total energy (Eh)
1,-286.4657
2,-1162.9576
3,-2907.7957
4,-1301.9961
5,-227.6561